The following is a quantum chemistry calculation of a molecular structure, C27H42N4SZn, from the Open Molecules 2025 dataset.

XYZ file:
```
75
Properties=species:S:1:pos:R:3:forces:R:3
Zn -0.758223 0.056928 -0.824120 0.0 -0.2 -0.3
C -0.487841 1.257952 1.335427 0.0 0.1 -0.2
C 0.365328 1.532908 0.154469 -0.1 0.1 0.3
C 1.670594 0.917329 0.528859 -0.1 -0.2 -0.1
C 1.486567 0.274411 1.728156 -0.1 0.0 0.1
C 0.165405 0.471334 2.232748 0.1 -0.1 0.1
C -0.377402 -0.165616 3.490442 0.0 0.0 0.1
C -1.804520 0.306275 3.770366 0.1 -0.1 -0.1
C 0.513203 0.206624 4.683144 0.0 0.0 0.0
C -0.383122 -1.691992 3.317169 0.0 0.1 0.0
C 3.024167 0.870288 -0.187118 0.1 0.0 0.0
C 3.790557 2.200834 -0.074609 -0.1 -0.1 0.0
C 3.938474 -0.180505 0.468554 -0.1 0.1 0.0
C 2.884854 0.455745 -1.653872 0.0 0.0 0.0
C 0.137672 2.921968 -0.487031 0.1 0.1 0.0
C 0.752251 3.995683 0.426042 0.0 0.0 -0.1
C -1.369641 3.217476 -0.595198 0.1 0.0 0.0
C 0.694463 3.075125 -1.905987 0.0 0.1 0.1
H -1.483151 1.655992 1.462224 0.1 0.0 0.0
H 2.229678 -0.320871 2.237685 0.0 0.0 -0.1
H -1.835991 1.391394 3.890581 0.0 0.0 0.0
H -2.176443 -0.151253 4.689929 0.0 0.0 0.0
H -2.476785 0.026740 2.955014 0.2 0.0 0.2
H 0.520289 1.288397 4.829038 0.0 0.0 0.0
H 1.541755 -0.118860 4.521279 0.0 0.0 0.0
H 0.146637 -0.265206 5.598511 0.0 0.0 0.0
H -0.993755 -1.972254 2.454631 0.0 0.0 0.0
H -0.790638 -2.183994 4.204693 0.0 0.0 0.0
H 0.629603 -2.063620 3.152999 0.0 0.0 0.0
H 3.853407 2.505797 0.971942 0.0 0.0 0.0
H 3.337611 3.010316 -0.641060 -0.1 0.0 0.0
H 4.807654 2.067498 -0.451710 0.0 0.0 0.0
H 4.211500 0.109527 1.484793 0.0 -0.1 0.0
H 4.859689 -0.264714 -0.111577 0.0 0.0 0.0
H 3.463599 -1.162380 0.494720 0.0 0.0 0.0
H 2.212668 1.101244 -2.209900 0.0 -0.1 0.0
H 2.498518 -0.563883 -1.707480 0.0 0.0 -0.1
H 3.863214 0.472834 -2.143558 0.0 0.0 0.0
H 0.330999 3.923333 1.430976 0.0 0.0 0.0
H 0.544648 4.994607 0.031872 0.0 0.0 0.0
H 1.831022 3.876817 0.507809 0.0 0.0 0.0
H -1.821019 3.385990 0.382730 0.0 0.0 0.0
H -1.900490 2.398655 -1.096748 0.0 0.0 0.0
H -1.525687 4.120429 -1.187960 0.0 0.0 0.0
H 1.764380 2.904439 -1.955153 0.0 0.1 0.0
H 0.509616 4.092674 -2.259744 0.0 0.0 0.0
H 0.205004 2.385267 -2.597206 0.1 0.0 0.0
C 0.813250 -2.398489 -6.038001 0.0 0.1 0.1
C 1.669874 -1.971239 -4.848800 -0.2 -0.1 -0.1
N 1.160672 -2.470562 -3.582916 -0.1 0.0 -0.1
C 0.173321 -1.900358 -2.861018 -0.1 0.0 0.1
S -0.415841 -0.328468 -3.267205 0.0 0.3 0.4
N -0.304356 -2.654640 -1.879812 0.4 -0.7 -0.1
N -1.118313 -2.006004 -1.046951 -0.1 0.7 0.3
C -2.044996 -2.619231 -0.405379 0.3 -0.3 -0.3
C -2.252515 -4.097482 -0.525148 0.0 0.1 0.0
C -2.936997 -1.750225 0.370673 -0.3 0.3 0.4
C -3.937030 -2.254890 1.202993 0.1 -0.1 -0.1
C -4.780598 -1.381836 1.863967 0.0 0.1 0.0
C -4.618324 -0.016918 1.681128 -0.1 -0.2 -0.1
C -3.601541 0.406508 0.842881 -0.2 0.1 -0.1
N -2.784637 -0.424604 0.208944 0.1 0.0 -0.2
H 1.254438 -2.050192 -6.972807 0.0 0.0 0.0
H 0.723149 -3.485180 -6.078345 0.0 0.0 0.0
H -0.184336 -1.969018 -5.942818 0.0 0.0 0.0
H 2.690899 -2.337499 -4.961810 0.0 0.0 0.0
H 1.700199 -0.885885 -4.781971 0.1 0.0 0.0
H 1.348008 -3.431453 -3.339841 0.0 0.0 0.1
H -1.903728 -4.420450 -1.503418 0.0 0.0 0.0
H -1.659016 -4.621614 0.228048 0.0 0.0 0.0
H -3.296928 -4.376372 -0.407988 0.0 0.0 0.0
H -4.048392 -3.321390 1.330773 0.0 0.0 0.0
H -5.556980 -1.762936 2.514309 0.0 0.0 0.0
H -5.250728 0.698550 2.186622 0.0 0.0 0.0
H -3.438852 1.464171 0.667119 0.0 0.0 0.0
```
Positions in Å, forces in eV/Å.

Results
Calculated total energy (a.u.): -3450.586822
Total charge: 0
ΔE to the lowest compared entry with this formula, charge and spin (kJ/mol): 0.00
Molar mass (g mol⁻¹): 520.12
Gap between HOMO and LUMO (hartree): 0.253

***

The following is a quantum chemistry calculation of a molecular structure, C27H43I2MgN4SSi4, from the Open Molecules 2025 dataset.

XYZ file:
```
82
Properties=species:S:1:pos:R:3:forces:R:3
Mg -0.091446 0.526895 -0.651837 0.1 -0.1 0.1
S 2.983815 3.365957 -2.622485 0.1 0.1 0.0
C 1.797839 2.311700 -2.308576 -0.1 -0.1 0.0
N 0.951543 1.539563 -2.054389 -0.1 0.0 -0.1
N 1.739336 -0.366392 0.163347 0.1 -0.1 0.0
C 2.556717 0.017085 1.055496 -0.1 0.1 0.1
C 2.294256 1.217057 1.914842 0.0 0.0 0.0
C 2.372749 1.088001 3.301363 0.0 0.0 0.0
C 2.212697 2.194635 4.118050 0.0 0.0 0.0
C 2.024078 3.448367 3.552289 0.0 0.0 0.0
C 1.963884 3.583720 2.174757 0.0 0.0 0.0
C 2.076505 2.470824 1.351608 0.1 -0.1 0.0
C 3.882060 -0.621016 1.337882 0.0 0.0 -0.1
C 3.978300 -1.794001 2.076737 0.0 0.0 0.0
C 5.220152 -2.356226 2.325819 0.0 0.0 0.0
C 6.368353 -1.752281 1.832439 0.0 0.0 0.0
C 6.272575 -0.580876 1.094956 0.0 0.0 0.0
C 5.032492 -0.009013 0.854747 0.0 0.0 0.0
H 2.572911 0.117269 3.737379 0.0 0.0 0.0
H 2.256672 2.082434 5.193941 0.0 0.0 0.0
H 1.920693 4.320670 4.185140 0.0 0.0 0.0
H 1.828455 4.562823 1.736982 0.0 0.0 0.0
H 2.054096 2.582637 0.273475 0.0 0.0 0.0
H 3.077292 -2.280639 2.430973 0.0 0.0 0.0
H 5.290014 -3.276347 2.891627 0.0 0.0 0.0
H 7.336873 -2.199452 2.016070 0.0 0.0 0.0
H 7.164890 -0.111699 0.701182 0.0 0.0 0.0
H 4.950264 0.904198 0.276964 0.0 0.0 0.0
C -3.157869 1.496640 -3.227705 0.0 0.0 0.1
Si -3.272247 2.713101 -1.783518 0.0 0.0 0.0
C -5.121615 3.034961 -1.523121 0.0 -0.1 0.0
C -2.531044 4.329920 -2.417900 0.0 0.0 0.0
Si -2.142971 1.951269 0.131651 -0.2 -0.1 0.0
Si -2.051226 3.868535 1.444494 0.0 0.0 0.0
C -1.554711 3.399436 3.206409 0.0 0.0 0.0
C -3.664441 4.848896 1.584058 0.0 0.0 0.0
C -0.816432 5.101857 0.714574 0.0 0.0 0.0
Si -3.727312 0.563042 1.154812 0.0 0.0 0.1
C -5.187081 1.445279 1.978056 0.0 -0.1 0.0
C -2.919753 -0.448892 2.538719 0.0 0.0 -0.1
C -4.432819 -0.683005 -0.080454 0.0 0.0 0.0
H -3.803704 1.829258 -4.045790 0.0 0.0 0.0
H -3.460277 0.487433 -2.941127 0.0 0.0 0.0
H -2.135473 1.453258 -3.608803 0.0 0.0 0.0
H -5.573741 3.407400 -2.447815 0.0 0.0 0.0
H -5.309302 3.767270 -0.736300 0.0 0.0 0.0
H -5.641447 2.114535 -1.249580 0.0 0.0 0.0
H -2.936571 4.584792 -3.401457 0.0 0.0 0.0
H -1.445787 4.250927 -2.507195 0.0 0.0 0.0
H -2.755848 5.157317 -1.741171 0.0 0.0 0.0
H -2.370293 2.848394 3.683011 0.0 0.0 0.0
H -1.345771 4.283099 3.817165 0.0 0.0 0.0
H -0.669129 2.761762 3.214841 0.0 0.0 0.0
H -4.470207 4.275489 2.043506 0.0 0.0 0.0
H -3.999596 5.168777 0.594939 0.0 0.0 0.0
H -3.500306 5.749347 2.184381 0.0 0.0 0.0
H 0.084519 4.618368 0.335812 0.0 0.0 0.0
H -0.527184 5.860946 1.447810 0.0 0.0 0.0
H -1.277414 5.617236 -0.130920 0.0 0.0 0.0
H -4.846380 2.015528 2.845432 0.0 0.0 0.0
H -5.931922 0.722759 2.325993 0.0 0.0 0.0
H -5.680311 2.138335 1.295880 0.0 0.0 0.0
H -2.607476 0.202310 3.358573 0.0 0.0 0.0
H -2.028318 -0.963820 2.172988 0.0 0.0 0.0
H -3.604631 -1.199961 2.942821 0.0 0.0 0.0
H -5.006680 -0.188843 -0.866479 0.0 0.0 0.0
H -5.095051 -1.398866 0.416185 0.0 0.0 0.0
H -3.623761 -1.237927 -0.560137 0.0 0.0 0.0
I 2.330852 -2.106863 -1.044318 0.0 0.1 0.0
I 2.529543 -4.796947 -2.560589 0.0 0.0 0.0
C -0.763455 -2.985841 0.445995 0.0 0.0 0.0
C -0.847801 -2.536281 -0.968049 -0.1 -0.1 0.0
N -1.001165 -1.293040 -1.386439 0.2 0.2 -0.1
C -0.983101 -1.348031 -2.771628 -0.1 -0.1 0.0
C -0.825921 -2.632636 -3.171707 0.0 0.1 0.0
N -0.772023 -3.376303 -2.017140 0.0 0.0 0.1
H -0.429259 -2.161946 1.074429 0.0 0.0 0.0
H -0.043597 -3.799744 0.535556 0.0 0.0 0.0
H -1.736077 -3.323816 0.808349 0.0 0.0 0.0
H -1.069967 -0.461298 -3.373174 0.0 0.0 0.0
H -0.715208 -3.078481 -4.142897 0.0 0.0 0.0
H -0.414316 -4.321308 -1.970811 0.0 0.0 0.0
```
Positions in Å, forces in eV/Å.

Results
Calculated total energy (a.u.): -3625.641661
Total charge: -1
ΔE to the lowest compared entry with this formula, charge and spin (kJ/mol): 37.36
Molar mass (g mol⁻¹): 846.19
Gap between HOMO and LUMO (hartree): 0.274

***

The following is a quantum chemistry calculation of 2 unconnected molecules or ions with the total composition C27H43N3O5S at a distorted geometry, from the Open Molecules 2025 dataset.

XYZ file:
```
79
Properties=species:S:1:pos:R:3:forces:R:3
C -0.761262 -1.803389 -3.958917 -0.7 0.3 2.6
C -0.894699 -1.694219 -2.480807 1.0 0.1 -1.6
C 0.157968 -0.974138 -1.450799 1.6 0.5 -0.4
C 1.167176 0.242802 -1.996494 -0.6 -1.6 3.2
O 1.196608 0.690820 -3.397645 -0.7 -0.2 4.1
C 0.610981 2.029131 -3.571935 -0.3 1.2 -1.9
C 1.576900 2.800462 -4.698475 1.1 -1.3 0.3
C 2.167764 1.677854 -5.787480 0.5 0.1 -0.2
C 2.177448 0.965098 -0.876182 -1.7 -2.5 2.0
C 3.203097 2.180217 -1.376764 -0.6 -0.3 -0.3
C 4.271521 1.599774 -2.490804 0.2 -0.8 0.1
C 5.415986 0.753662 -1.635225 -0.8 0.1 0.6
S 5.812765 -0.829983 -2.628299 0.2 -0.1 1.2
C 2.139610 0.418180 0.668700 -0.5 0.0 -2.3
C 3.191926 1.127988 1.747384 0.1 0.2 -0.5
C 2.789547 2.671633 2.138422 0.4 0.7 1.4
O 4.004080 3.532683 1.948918 -1.5 0.2 -0.7
C 2.426699 2.824139 3.763987 0.3 -0.1 -0.1
N 0.988718 2.459172 4.061702 1.0 -0.6 -0.8
C 1.159801 -0.814898 1.218894 0.4 0.9 -1.2
N 1.285720 -1.171837 2.672801 -4.7 -4.0 -4.2
C 0.367491 -2.327144 2.960276 0.4 1.3 -2.0
C -0.641383 -3.054161 1.910225 1.3 2.1 -1.6
C -1.566141 -4.312008 2.438115 1.6 0.3 0.2
C -2.816736 -3.851560 3.392837 -0.5 -0.3 -0.2
C -4.212574 -4.475404 2.718231 0.8 0.1 -0.4
C -4.632962 -3.470597 1.480419 1.9 0.7 1.1
O -6.091362 -3.315266 1.295834 1.0 0.7 -4.0
C -6.209133 -2.659176 -0.046163 2.9 5.3 1.0
O -5.620621 -1.471392 -0.232203 -4.0 -7.9 0.8
N -0.767109 -2.627218 0.475354 3.7 1.9 4.8
C 0.169785 -1.504999 0.129330 0.4 0.4 0.2
H -1.723562 -1.504274 -4.598605 2.0 -1.8 1.5
H 0.187634 -2.203330 -4.535691 -1.7 2.0 1.4
H -1.845568 -2.221143 -1.987405 1.8 2.2 -1.0
H -0.442963 1.890682 -4.115070 2.1 0.3 1.6
H 0.526792 2.641933 -2.566614 0.1 -1.4 -2.1
H 2.547512 3.192421 -4.125941 -2.3 -0.5 -1.3
H 1.014770 3.646251 -5.280133 1.0 -1.6 1.4
H 3.022349 1.005097 -5.301184 -2.1 1.5 -0.9
H 1.317725 0.978285 -6.184943 1.6 1.3 0.8
H 2.694695 2.202903 -6.719745 -1.3 -0.9 2.1
H 2.529526 3.068562 -1.803226 1.5 -2.0 0.8
H 3.835595 2.641794 -0.507159 -1.4 -1.1 -1.4
H 4.725537 2.456874 -3.157190 -0.8 -1.6 1.6
H 3.799496 0.816529 -3.241857 0.6 1.8 1.7
H 4.900506 0.378098 -0.653789 1.1 0.8 -1.8
H 6.370293 1.382852 -1.382263 -1.9 -1.3 -0.6
H 5.988650 -1.887810 -1.683935 -0.3 1.8 -0.8
H 3.304221 0.530586 2.747807 -0.6 0.9 -2.1
H 4.286996 1.184627 1.276302 -2.5 -0.1 0.9
H 1.903440 3.116172 1.510191 1.6 -1.1 1.1
H 3.730580 4.473387 1.737711 0.2 -1.8 0.5
H 2.673039 3.935239 4.117451 -0.7 -2.3 -1.0
H 3.109764 2.125729 4.435856 -1.2 1.4 -1.6
H 0.943924 1.430379 4.279927 -0.1 1.5 -0.6
H 0.416944 2.651193 3.207053 0.6 -0.5 1.1
H 0.372215 -2.746666 4.077443 0.1 1.1 -2.7
H -1.869139 -4.969249 1.508849 0.4 1.6 1.8
H -0.850648 -5.001555 3.099351 -1.4 1.5 -1.5
H -2.674041 -4.296524 4.480594 -0.3 0.9 -2.3
H -2.853871 -2.665382 3.475743 0.0 -2.6 -0.2
H -3.873700 -5.525762 2.263006 -1.1 2.2 1.1
H -5.059946 -4.624728 3.514895 1.6 0.4 -1.7
H -4.193021 -2.404968 1.759761 -1.0 -2.2 -0.7
H -4.103450 -3.806618 0.483905 -1.1 0.5 1.9
H -6.819034 -3.252800 -0.872889 1.2 1.3 2.0
C -3.765024 0.841966 2.172648 0.0 0.0 0.4
C -2.987923 1.724108 1.208489 -0.2 -0.6 -0.3
C -3.643896 1.758439 -0.162680 0.0 0.2 -0.2
O -1.657373 1.228982 1.083164 0.3 0.1 0.1
H -3.804513 -0.192284 1.812653 -0.1 0.2 -0.2
H -3.274602 0.816858 3.151686 -0.1 0.1 -0.1
H -4.788953 1.205932 2.302878 0.1 -0.1 0.0
H -2.922727 2.740917 1.610870 0.2 -0.1 0.0
H -3.679087 0.756709 -0.605550 -0.1 0.0 0.2
H -3.067068 2.387110 -0.849616 -0.1 0.0 0.1
H -4.664209 2.149854 -0.102526 0.1 -0.1 0.0
H -1.705494 0.326401 0.726545 0.0 0.3 0.1
```
Positions in Å, forces in eV/Å.

Results
Calculated total energy (a.u.): -1992.473468
Total charge: 0
ΔE to the lowest compared entry with this formula, charge and spin (kJ/mol): 1894.76
SMILES: C=Cc1c(OCCC)c(CCCS)c(C[C@H](O)CN)c2ncc(CCCCOC=O)nc12.CC(C)O
Molar mass (g mol⁻¹): 521.72
Gap between HOMO and LUMO (hartree): 0.231

***

Number 1: LUMO energy -0.351 eV. Number 2: LUMO energy 2.329 eV. Number 3: LUMO energy -1.260 eV.